No. 1
The following is a quantum chemistry calculation of a molecular structure, C18H14BrHfN2S2, from the OMol25 dataset.

## Properties
Total charge: +3
Gap between HOMO and LUMO (eV): 6.43
Spin multiplicity: 1
Lowest unoccupied orbital energy (hartree): -0.4178

The geometry in XYZ format:
```
38
C18H14BrHfN2S2 the ωB97M-V functional and the def2-TZVPD basis
Hf -0.6490 0.6609 1.1579
Br 0.6231 3.0131 0.8835
S -3.7464 -2.6712 2.1804
S 2.6471 -2.3504 2.5911
N 0.7873 -0.8024 1.9164
N -1.9731 -0.9354 1.7953
C -0.9828 -0.5122 -1.6714
C 1.0914 2.5595 -0.9718
C 1.0538 -2.9634 2.6634
C 0.2262 0.1688 -3.6200
C -3.3013 -1.1106 1.7637
C 2.2755 3.1940 -2.9156
C -0.6654 -0.6888 -3.0180
C 1.9577 3.4280 -1.5585
C 0.8289 1.2482 -2.9236
C -0.4256 0.5309 -0.9199
C 1.7201 2.1359 -3.5775
C 0.1759 -2.0174 2.2804
C 0.4892 1.4398 -1.5639
C 2.1225 -0.8709 2.0075
C -2.1151 -3.1363 2.4230
C 3.0731 0.2216 1.6582
C -1.2874 -2.1002 2.1880
C -4.2704 -0.0344 1.4054
H 2.9467 3.8766 -3.4190
H 0.4787 0.0323 -4.6658
H 2.3788 4.2760 -1.0349
H 1.9481 1.9696 -4.6233
H 4.1037 -0.1152 1.7502
H -1.8676 -4.1417 2.7317
H 2.9421 1.0734 2.3281
H -3.7569 0.8883 1.1186
H -4.9182 0.2031 2.2505
H 0.8563 -3.9724 2.9937
H -4.9008 -0.3305 0.5668
H -1.6713 -1.2127 -1.2114
H 2.9183 0.5401 0.6246
H -1.1131 -1.4940 -3.5842
```

Mulliken charges, unit e, in atom order:
1. Hf 1.243
2. Br -0.098
3. S 0.010
4. S 0.008
5. N -0.226
6. N -0.173
7. C -0.349
8. C 0.716
9. C -0.355
10. C -0.554
11. C 0.712
12. C -0.649
13. C -1.209
14. C -0.844
15. C 0.665
16. C 0.867
17. C -0.944
18. C 0.215
19. C 0.124
20. C 0.797
21. C -0.329
22. C -1.143
23. C -0.015
24. C -1.124
25. H 0.443
26. H 0.462
27. H 0.459
28. H 0.459
29. H 0.435
30. H 0.450
31. H 0.332
32. H 0.245
33. H 0.372
34. H 0.454
35. H 0.362
36. H 0.428
37. H 0.318
38. H 0.435



No. 2
The following is a quantum chemistry calculation of a molecular structure, C18H14Cl2N2Re at a distorted geometry, from the OMol25 dataset.

## Properties
Gap between HOMO and LUMO (alpha / beta) (eV): 7.67 / 6.50
Spin multiplicity: 4
Lowest unoccupied orbital energy (alpha / beta) (hartree): -0.0102 / -0.0675

The geometry in XYZ format:
```
37
C18H14Cl2N2Re the ωB97M-V functional and the def2-TZVPD basis
Re -13.4599 -0.8648 -8.2793
Cl -16.2093 0.3091 -11.3521
Cl -14.8754 2.2032 -6.4604
N -14.7845 0.2840 -8.5269
N -12.1897 -1.8885 -9.0032
C -16.0570 -5.7126 -9.2615
C -15.6703 -4.1865 -7.4610
C -16.2983 1.5201 -10.0996
C -16.9916 -3.4639 -9.3240
C -9.6149 -2.9240 -11.4049
C -16.5085 -3.1998 -8.0434
C -16.6978 -4.6855 -9.9219
C -16.4532 3.5273 -8.1615
C -9.5366 -4.2716 -10.9714
C -10.4503 -2.1211 -10.6886
C -15.5889 1.3279 -8.8969
C -10.3130 -4.7429 -9.9506
C -17.0441 3.6621 -9.4271
C -15.7214 2.3879 -7.9367
C -15.4724 -5.4234 -8.0221
C -17.0551 2.6544 -10.3079
C -11.2530 -3.9502 -9.3315
C -11.2896 -2.6082 -9.7528
H -16.6842 -2.2912 -7.4428
H -17.4257 -2.6869 -9.9886
H -17.6931 4.4551 -9.5269
H -14.7913 -6.0913 -7.4627
H -10.4630 -1.1405 -10.9773
H -9.0640 -2.5641 -12.2090
H -8.7788 -4.9722 -11.4465
H -17.0033 -4.9160 -10.9271
H -10.2846 -5.8052 -9.7614
H -16.5385 4.3161 -7.4056
H -11.8713 -4.2635 -8.4621
H -15.1200 -4.1204 -6.5232
H -15.7835 -6.6026 -9.8157
H -17.5901 2.6474 -11.2680
```

Mulliken charges, unit e, in atom order:
1. Re 0.420
2. Cl -0.191
3. Cl -0.195
4. N -0.367
5. N -0.470
6. C -0.622
7. C -0.299
8. C 0.673
9. C -0.428
10. C -0.592
11. C -0.387
12. C -0.234
13. C -0.600
14. C -0.267
15. C -0.513
16. C -0.367
17. C -0.514
18. C -0.494
19. C 0.793
20. C -0.176
21. C -0.568
22. C -0.265
23. C 0.532
24. H 0.498
25. H 0.298
26. H 0.396
27. H 0.335
28. H 0.469
29. H 0.457
30. H 0.262
31. H 0.377
32. H 0.327
33. H 0.369
34. H 0.357
35. H 0.327
36. H 0.318
37. H 0.344



No. 3
The following is a quantum chemistry calculation of a molecular structure, C18H14ClN3O2 at a distorted geometry, from the OMol25 dataset.

## Properties
Gap between HOMO and LUMO (eV): 6.19
Spin multiplicity: 1
Lowest unoccupied orbital energy (hartree): -0.0632

The geometry in XYZ format:
```
38
C18H14ClN3O2 the ωB97M-V functional and the def2-TZVPD basis
Cl -7.0639 -0.7432 -3.3689
O 5.8877 2.2262 2.5521
O -1.3505 -2.4168 -0.1169
N -0.9521 -0.0651 -0.6314
N 0.2203 -0.0643 -0.0552
N 3.9630 1.8929 1.6178
C 4.9117 -0.2460 2.6645
C -4.1946 -1.6855 -1.0454
C 2.8698 2.3383 0.8194
C -1.8074 -1.1558 -0.7205
C 0.7758 1.2473 0.3150
C 2.4071 -1.4064 1.4636
C 4.8906 2.7175 1.9659
C 4.7359 4.1940 1.7053
C 3.9070 0.5466 1.9532
C -5.4494 -0.8619 -2.8081
C 2.0760 1.2082 0.8620
C 2.8944 -0.2297 1.2371
C -4.4930 -0.1244 -3.0602
C -5.3483 -1.6853 -1.5322
C -3.2267 0.0121 -2.6216
C -2.9214 -1.1188 -1.4254
C 4.5786 -1.8348 2.6441
C 3.3745 -2.0071 2.0686
H 2.6509 3.2879 0.7145
H 3.1615 -3.2771 2.2407
H -4.5187 0.6337 -3.9904
H -3.9776 -2.4750 -0.1584
H 5.8352 -0.0459 2.9278
H 5.7389 4.7016 1.8305
H -6.2288 -2.5253 -1.4276
H 1.5713 -1.6279 1.0528
H 0.3663 2.0312 -0.0113
H 4.6057 4.3267 0.8104
H 3.8879 4.3901 2.2041
H -2.3839 0.4453 -2.6036
H -1.4508 0.7547 -0.8356
H 5.3677 -2.3291 3.0221
```

Mulliken charges, unit e, in atom order:
1. Cl -0.184
2. O -0.666
3. O -0.609
4. N -0.106
5. N -0.315
6. N 0.167
7. C -0.550
8. C -0.364
9. C -0.919
10. C 0.087
11. C -1.098
12. C -0.821
13. C 1.168
14. C -2.056
15. C 0.025
16. C 0.589
17. C 0.555
18. C 0.711
19. C -0.680
20. C -0.151
21. C -0.771
22. C 0.333
23. C -1.033
24. C -0.301
25. H 0.562
26. H 0.053
27. H 0.166
28. H 0.199
29. H 0.579
30. H 0.295
31. H 0.202
32. H 1.076
33. H 0.664
34. H 0.710
35. H 0.547
36. H 0.972
37. H 0.442
38. H 0.518